No. 1
A cluster of 2 separate species, C6H10O in total at a distorted geometry. Source: OMol25; level of theory: ωB97M-V/def2-TZVPD.

* LUMO energy: 1.001 eV
* ΔE to the lowest compared entry with this formula, charge and spin: 5.033 eV
* multiplicity: 1
* gap between HOMO and LUMO: 10.58 eV
* F_max: 6.332 eV/Å
* SMILES: C=C1O[C@@H]1C.C=C

XYZ file:
```
17
Properties=species:S:1:pos:R:3:nbo_charge:R:1
C 0.4727 -2.1686 -0.5971 -0.5397
C -0.2837 -1.1955 -1.0495 0.3329
O -0.6066 0.0364 -1.6834 -0.4722
C -1.6022 -0.4563 -0.6682 0.0157
C -1.9791 0.4802 0.5953 -0.6410
H -0.2300 -2.7445 0.0501 0.2385
H 1.3554 -2.5110 -1.0356 0.2240
H -2.5602 -0.6589 -1.1494 0.1843
H -2.2760 -0.3256 1.3626 0.2195
H -2.7227 1.2508 0.3676 0.2277
H -1.1379 0.9251 1.1327 0.2140
C 1.5447 2.0998 -0.0158 -0.4021
C 1.3614 0.9570 0.6405 -0.3467
H 1.2672 2.9820 0.5947 0.1895
H 2.3380 2.3682 -0.6920 0.1968
H 0.4414 0.6223 1.2160 0.1829
H 1.9126 0.1181 0.4490 0.1758
```

No. 2
A cluster of 3 separate species, C17H29F6O5 in total. Source: OMol25; level of theory: ωB97M-V/def2-TZVPD.

* LUMO energy: 2.572 eV
* ΔE to the lowest compared entry with this formula, charge and spin: 0.459 eV
* multiplicity: 1
* gap between HOMO and LUMO: 3.59 eV
* F_max: 0.197 eV/Å
* total charge: -1

XYZ file:
```
57
Properties=species:S:1:pos:R:3:nbo_charge:R:1
C -0.0339 1.0706 4.1363 -0.6316
C -0.6017 1.3444 2.7583 -0.6819
C 0.4092 2.1114 1.9423 -0.4279
C -0.0395 2.4717 0.5130 -0.3930
C -0.8134 1.3908 -0.2528 -0.4135
C -0.0158 0.2853 -0.9546 -0.4086
C 1.1031 -0.4198 -0.1777 -0.0871
O 2.3829 -0.1426 -0.7666 -0.5773
C 3.2753 0.6044 0.0345 -0.0643
C 4.5732 0.7591 -0.7420 -0.6243
H 1.0184 0.6668 4.1355 0.1030
H 0.0208 1.9814 4.7522 0.1639
H -0.6471 0.3508 4.6895 0.1861
H -0.7869 0.3708 2.2706 0.1168
H 1.4059 1.5929 1.8976 0.0968
H 0.6506 3.0618 2.4441 0.1743
H 0.8196 2.8081 -0.0920 0.1603
H -0.7134 3.3300 0.5990 0.1988
H -1.5236 0.9470 0.4482 0.2320
H -1.4169 1.8814 -1.0258 0.1834
H -0.7345 -0.4724 -1.2878 0.1924
H 0.4531 0.6777 -1.8646 0.1833
H 1.0838 -0.1350 0.8773 0.2146
H 0.9822 -1.5062 -0.2336 0.1655
H 2.8407 1.5800 0.2752 0.1817
H 3.4493 0.0946 0.9913 0.1605
H 4.5307 1.5979 -1.4399 0.1970
H 4.7668 -0.1508 -1.3140 0.2075
H 5.4170 0.9256 -0.0692 0.2032
C 1.7436 -0.8853 -4.4821 -0.6457
C 2.0045 0.5998 -4.4445 -0.0769
O 1.9972 1.1834 -5.7808 -0.4817
C 0.8167 1.4173 -6.3142 0.6940
O -0.2644 1.2161 -5.8468 -0.5407
C 1.0001 2.0626 -7.7116 0.8955
F 1.9067 1.4042 -8.4483 -0.3149
F 1.4192 3.3322 -7.5823 -0.3152
F -0.1507 2.0711 -8.3815 -0.3052
H 2.4647 -1.3882 -5.1276 0.2053
H 1.8446 -1.2757 -3.4686 0.2463
H 0.7353 -1.0974 -4.8350 0.2209
H 3.0001 0.8237 -4.0712 0.2017
H 1.2728 1.1196 -3.8292 0.2113
C -5.4686 -2.3807 5.0928 -0.6397
C -4.2087 -3.1525 5.4156 -0.0765
O -3.5216 -3.5604 4.2107 -0.4956
C -2.7881 -2.6027 3.6368 0.6799
O -2.6471 -1.4846 4.0143 -0.4978
C -2.0879 -3.1725 2.3798 0.8992
F -2.9488 -3.8771 1.6224 -0.3213
F -1.1022 -4.0111 2.7542 -0.3201
F -1.5683 -2.2095 1.6414 -0.2827
H -6.1259 -2.9711 4.4540 0.2085
H -6.0000 -2.1494 6.0171 0.2134
H -5.2285 -1.4443 4.5922 0.2376
H -4.4259 -4.0876 5.9275 0.1858
H -3.5250 -2.5577 6.0204 0.2033
```

No. 3
A structure of composition C27H70BN4Na2O at a distorted geometry. Source: OMol25; level of theory: ωB97M-V/def2-TZVPD.

* LUMO energy: -2.280 eV
* multiplicity: 1
* gap between HOMO and LUMO: 8.81 eV
* F_max: 7.625 eV/Å
* total charge: +1

XYZ file:
```
105
Properties=species:S:1:pos:R:3:lowdin_charge:R:1
Na -13.3565 7.2500 -2.1616 0.1821
Na -11.8664 4.8473 -4.4039 0.2591
B -11.9368 6.0337 -2.8733 -0.4448
H -12.1122 6.4738 -3.8427 0.0159
H -11.1540 5.3041 -3.0114 0.0040
H -11.6474 6.7632 -2.1329 0.0240
H -12.8528 5.5341 -2.5985 0.0188
C -9.5536 6.9284 -4.8873 -0.1193
C -10.8051 7.2034 -5.7305 -0.1913
N -11.5430 5.9872 -6.0448 -0.2017
C -10.7883 5.3192 -7.1586 -0.2418
C -11.3366 3.9694 -7.4838 -0.0672
C -12.8638 6.2706 -6.4579 -0.1651
C -13.7645 6.6643 -5.2757 -0.1313
H -9.7997 6.2376 -4.0809 0.0565
H -9.1230 7.8301 -4.4517 0.0790
H -8.7274 6.5318 -5.4773 0.1389
H -11.4618 7.8123 -5.1091 -0.0560
H -10.5454 7.7779 -6.6196 0.1509
H -10.7507 5.9880 -8.0185 0.1399
H -9.7348 5.1786 -6.9169 0.0768
H -10.6609 3.5430 -8.2252 0.1078
H -11.3863 3.3147 -6.6138 0.0361
H -12.3557 3.8864 -7.8615 0.0895
H -13.3832 5.4314 -6.9205 0.1309
H -12.8249 7.1042 -7.1591 0.1399
H -13.8459 5.8166 -4.5954 -0.0035
H -14.7591 6.7929 -5.7026 0.1380
H -13.4864 7.5417 -4.6919 0.0943
C -12.1122 7.6828 0.3771 -0.0393
C -11.5825 8.4687 -0.8910 -0.1573
N -12.6787 8.9037 -1.8181 -0.1969
C -13.6106 9.8251 -1.1909 -0.2990
C -13.1282 11.2238 -0.9046 -0.0382
C -12.2350 9.4961 -3.1236 -0.1188
C -11.6114 8.5323 -4.0560 -0.1788
H -12.7501 8.2873 1.0219 0.1001
H -11.2852 7.3831 1.0208 0.1121
H -12.6271 6.7414 0.1856 0.0110
H -11.0959 9.3197 -0.4142 0.1307
H -10.8487 7.8312 -1.3841 0.0397
H -14.5195 9.8202 -1.7925 0.1226
H -14.0758 9.3911 -0.3059 0.0568
H -12.1507 11.2368 -0.4224 0.0813
H -13.0400 11.8901 -1.7627 0.0784
H -13.8327 11.6904 -0.2160 0.0870
H -11.4155 10.1956 -2.9588 0.1389
H -13.0116 10.1047 -3.5869 0.1431
H -11.2461 9.0949 -4.9152 0.1522
H -12.3653 7.8464 -4.4424 0.0391
H -10.7703 8.0200 -3.5891 0.0850
C -12.7625 4.7477 -0.1739 -0.0792
C -14.0511 5.6106 -0.0853 -0.1758
N -14.5984 6.2244 -1.3039 -0.2457
C -15.8303 6.9733 -1.0204 -0.1609
C -15.5599 8.2838 -0.2380 -0.0637
C -14.8089 5.1409 -2.2512 -0.1749
C -15.0691 5.6889 -3.7044 -0.0684
H -11.8978 5.2876 -0.5597 0.0594
H -12.9015 3.8358 -0.7547 -0.0313
H -12.4743 4.4428 0.8321 0.1384
H -14.8690 4.9967 0.2918 0.1381
H -13.8493 6.3739 0.6662 0.0887
H -16.5933 6.3637 -0.5363 0.1266
H -16.1964 7.3534 -1.9742 0.1222
H -14.9357 8.1995 0.6515 0.0835
H -16.4799 8.8098 0.0173 0.1079
H -15.0633 8.9059 -0.9826 -0.0002
H -13.9019 4.5422 -2.3341 0.0330
H -15.6425 4.5151 -1.9326 0.1441
H -14.3579 6.4667 -3.9825 -0.0177
H -14.9719 4.9498 -4.4995 0.1219
H -16.0897 6.0579 -3.8059 0.1142
C -9.3010 3.6434 -5.8376 -0.0647
C -10.2404 2.8246 -4.9403 -0.2257
N -10.6810 3.5249 -3.7718 -0.2473
C -9.5884 4.2356 -3.0313 -0.2555
C -8.6281 3.2692 -2.3799 -0.0320
C -11.5075 2.6202 -2.9541 -0.1196
C -12.3406 3.3387 -1.8584 -0.1350
H -8.2799 3.8017 -5.4904 0.1069
H -9.7835 4.5965 -6.0541 -0.0141
H -9.2039 3.1084 -6.7823 0.1038
H -11.1383 2.7331 -5.5514 0.0817
H -9.9087 1.8056 -4.7409 0.1316
H -8.9257 4.8792 -3.6099 0.0925
H -10.0436 4.7945 -2.2136 0.0222
H -9.0117 2.7910 -1.4786 0.0849
H -8.4207 2.4530 -3.0719 0.0822
H -7.7590 3.9052 -2.2114 0.0930
H -10.8485 1.8918 -2.4816 0.1211
H -12.1923 2.0515 -3.5832 0.1329
H -13.0197 4.0308 -2.3562 0.0266
H -11.7463 3.9380 -1.1686 0.0724
H -12.9726 2.6529 -1.2943 0.1489
C -9.8686 6.3307 -0.9149 -0.0560
C -8.9996 7.4377 -1.5008 -0.3959
O -8.5096 8.2824 -0.7483 0.0824
C -8.6837 7.2995 -2.9518 -0.0740
H -10.7450 6.7251 -0.4006 0.0191
H -9.3453 5.7695 -0.1408 0.1363
H -10.1713 5.5836 -1.6486 0.0000
H -7.8120 7.8424 -3.3170 0.1419
H -9.5132 7.5698 -3.6053 -0.0257
H -8.3770 6.2658 -3.1117 0.0952
```

No. 4
An isolated molecule of C4H8N2O. Source: OMol25; level of theory: ωB97M-V/def2-TZVPD.

* LUMO energy: 0.454 eV
* ΔE to the lowest compared entry with this formula, charge and spin: 5.521 eV
* multiplicity: 1
* gap between HOMO and LUMO: 8.20 eV
* F_max: 0.552 eV/Å

XYZ file:
```
15
Properties=species:S:1:pos:R:3:nbo_charge:R:1
N 1.3091 -0.3162 -1.3668 -0.8683
C 0.7316 -0.7718 0.0288 0.7030
O 0.7269 -1.9510 0.2353 -0.5554
C 0.6042 0.3977 1.0135 -0.3277
N -0.6481 1.0705 0.7265 -0.4269
C -1.7345 0.0924 0.7568 -0.2849
C -1.0979 0.3923 -0.5492 -0.5120
H 1.5103 -1.1462 -1.9253 0.4223
H 2.1095 0.3172 -1.3261 0.4097
H 0.6641 -0.0031 2.0328 0.2176
H 1.4496 1.0855 0.8612 0.1944
H -1.5472 -0.8695 1.2423 0.1814
H -2.6977 0.5282 1.0212 0.1966
H 0.3271 0.1225 -1.5728 0.4626
H -1.7069 1.0517 -1.1782 0.1877
```

No. 5
A structure of composition C27H32N3PtSi2 at a distorted geometry. Source: OMol25; level of theory: ωB97M-V/def2-TZVPD.

* LUMO energy (alpha / beta): 1.880 / 1.878 eV
* multiplicity: 1
* gap between HOMO and LUMO (alpha / beta): 4.48 / 4.48 eV
* F_max: 2.511 eV/Å
* total charge: -1

XYZ file:
```
65
Properties=species:S:1:pos:R:3:nbo_charge:R:1
Pt -0.0270 0.9559 0.6530 0.8550
C 2.0824 -2.1762 -1.8881 -1.1124
Si 2.6475 -0.4176 -1.3671 1.8053
C 1.7121 0.8397 -2.4492 -1.1152
C 4.5199 -0.2674 -1.7854 -1.1199
N 2.1152 -0.1308 0.2222 -1.2452
C 2.5643 -0.4760 1.4218 0.2487
C 3.9041 -0.8024 1.7255 -0.3230
C 4.3367 -0.9540 3.0210 -0.2628
C 3.4428 -0.7776 4.0774 -0.2711
C 2.1164 -0.5290 3.8188 -0.2910
C 1.6088 -0.4597 2.5111 0.0826
N 0.2910 -0.4114 2.2241 -1.1332
Si -0.9635 -0.3832 3.4167 1.8142
C -0.8518 -1.6855 4.8345 -1.1126
C -1.0518 1.3693 4.1997 -1.1256
C -2.6565 -0.7749 2.6383 -1.1149
H 2.2544 -2.3648 -2.9430 0.2079
H 1.0192 -2.2815 -1.7001 0.2299
H 2.5908 -2.9472 -1.3176 0.2245
H 1.6653 0.5170 -3.4853 0.2130
H 2.1820 1.8175 -2.4257 0.2204
H 0.6900 0.9574 -2.0870 0.2399
H 4.6860 -0.1875 -2.8567 0.2187
H 5.0826 -1.1291 -1.4350 0.2227
H 4.9456 0.6178 -1.3215 0.2263
H 4.6065 -0.8674 0.9092 0.1885
H 5.3786 -1.1736 3.2289 0.1854
H 3.7965 -0.8458 5.0988 0.1847
H 1.4434 -0.3673 4.6412 0.1861
H 0.0723 -1.6605 5.4026 0.2282
H -0.9525 -2.6920 4.4367 0.2261
H -1.6680 -1.5318 5.5370 0.2165
H -0.2755 1.5433 4.9403 0.2251
H -2.0101 1.5493 4.6765 0.2152
H -0.9248 2.1108 3.4122 0.2360
H -2.5932 -1.6144 1.9559 0.2290
H -3.0517 0.0742 2.0938 0.2354
H -3.3669 -1.0331 3.4182 0.2175
C -3.8369 -0.2465 -1.0375 -0.1977
C -4.4580 0.9792 -1.2252 -0.2600
C -3.7769 2.1439 -0.9466 -0.2053
C -2.4608 2.0975 -0.4640 -0.0927
C -1.8759 0.8429 -0.1419 -0.1144
C -2.5582 -0.3081 -0.4851 -0.2613
C -1.5877 3.2247 -0.3342 0.1774
C -1.8696 4.5535 -0.6490 -0.2297
C -0.8922 5.5164 -0.5639 -0.1550
C 0.4148 5.1619 -0.1346 -0.1329
C 1.4637 6.0785 -0.0478 -0.1805
C 2.7209 5.6820 0.3899 -0.2230
C 2.9272 4.3727 0.7967 -0.2179
C 1.9017 3.4462 0.7380 -0.1580
C 0.6460 3.8056 0.2273 0.2262
N -0.3237 2.8726 0.0925 -0.4428
H -4.3598 -1.1535 -1.3069 0.2033
H -5.4743 1.0263 -1.6008 0.2014
H -4.2503 3.1038 -1.1127 0.1955
H -2.1109 -1.2779 -0.3128 0.2222
H -2.8686 4.8295 -0.9587 0.2147
H -1.0927 6.5473 -0.8162 0.2066
H 1.2810 7.1061 -0.3409 0.2019
H 3.5295 6.4009 0.4251 0.2075
H 3.8941 4.0679 1.1711 0.2200
H 2.0622 2.4275 1.0775 0.2386
```

No. 6
A cluster of 3 separate species, C39H36BFN2O11P2 in total. Source: OMol25; level of theory: ωB97M-V/def2-TZVPD.

* LUMO energy: -1.258 eV
* multiplicity: 1
* gap between HOMO and LUMO: 7.09 eV
* F_max: 0.876 eV/Å
* SMILES: CCC[C@]1(C(=O)NC(=O)F)C(=O)N[C@@](P(C)O)(P(O)O)[C@@H]1B(C)O.O=C1c2ccccc2C(=O)c2ccccc21.O=C1c2ccccc2C(=O)c2ccccc21

XYZ file:
```
92
Properties=species:S:1:pos:R:3:lowdin_charge:R:1
C -0.6895 4.2522 -1.4504 -0.0775
C 0.1276 4.1940 -2.7397 -0.2177
C 0.3546 2.7861 -3.3077 -0.1050
C 0.9636 1.6586 -2.4167 -0.2153
C 2.3386 2.1017 -1.9230 -0.3336
O 3.3674 1.7012 -2.3677 0.1857
N 2.3642 3.1638 -0.9129 0.1997
C 2.1512 2.9040 0.4108 -0.5909
O 2.5042 1.9852 1.0602 0.1345
F 1.4952 3.9516 0.9700 0.0974
C 1.1470 0.4965 -3.4573 -0.4068
O 1.5993 0.6104 -4.5546 0.1505
N 0.6168 -0.7023 -2.9300 0.0365
C 0.4641 -0.5235 -1.4733 -0.5928
P -0.9765 -1.5684 -0.9618 0.9252
C -0.8790 -1.4854 0.8607 -0.2362
O -0.5481 -3.0926 -1.3928 -0.2861
P 2.1836 -0.9453 -0.6466 0.9255
O 3.0216 -1.3675 -1.9686 -0.2691
O 1.8115 -2.4132 0.0049 -0.3106
C 0.0881 0.9863 -1.3172 -0.1637
B -1.5180 1.2019 -1.3933 -0.6015
C -2.3460 1.4998 -0.0905 -0.0136
O -2.2261 1.2036 -2.5769 0.1154
H -1.6809 3.8310 -1.6385 0.0747
H -0.8432 5.2813 -1.1220 0.0894
H -0.2544 3.6751 -0.6302 0.0574
H -0.4361 4.7458 -3.4976 0.1184
H 1.0820 4.7280 -2.6540 0.1024
H -0.5927 2.4379 -3.7148 0.1184
H 1.0476 2.8633 -4.1498 0.1281
H 1.8884 4.0044 -1.2165 0.1095
H -0.1955 -1.0409 -3.4380 0.1318
H -0.4320 -0.5252 1.1429 0.0470
H -0.2417 -2.2677 1.2691 0.0392
H -1.8832 -1.5318 1.2827 0.0395
H -1.3419 -3.6209 -1.5518 0.0426
H 2.4578 -1.7248 -2.6781 0.0632
H 2.2867 -3.1214 -0.4454 0.0632
H 0.3584 1.2976 -0.3022 0.1072
H -2.9628 2.3960 -0.2036 0.0714
H -3.0213 0.6567 0.0909 0.0681
H -1.7281 1.6302 0.8025 0.0666
H -1.9580 0.5403 -3.2188 0.0951
O -3.5170 -5.4933 -2.4803 0.0911
C -4.6314 -5.8452 -2.8112 -0.2740
C -5.8359 -5.0286 -2.4829 -0.0822
C -5.6744 -3.8308 -1.7970 -0.0043
C -6.7741 -3.0404 -1.5112 -0.0546
C -8.0443 -3.4453 -1.9066 -0.0533
C -8.2145 -4.6441 -2.5780 0.0003
C -7.1135 -5.4410 -2.8663 -0.0812
C -7.3269 -6.7339 -3.5795 -0.2768
O -8.4402 -7.1136 -3.8702 0.1107
C -6.1199 -7.5395 -3.9238 -0.0819
C -6.2843 -8.7321 -4.6172 -0.0002
C -5.1769 -9.4863 -4.9664 -0.0539
C -3.9004 -9.0532 -4.6254 -0.0549
C -3.7312 -7.8695 -3.9276 -0.0018
C -4.8392 -7.1096 -3.5718 -0.0834
H -4.6805 -3.5261 -1.4989 0.1118
H -6.6436 -2.1062 -0.9809 0.1081
H -8.9027 -2.8238 -1.6882 0.1086
H -9.1959 -4.9768 -2.8872 0.1213
H -7.2837 -9.0528 -4.8771 0.1211
H -5.3066 -10.4142 -5.5079 0.1084
H -3.0366 -9.6421 -4.9044 0.1083
H -2.7456 -7.5211 -3.6515 0.1196
O 3.8219 6.2382 5.1630 0.1050
C 4.6235 5.3671 5.4262 -0.2774
C 5.0789 4.3939 4.3936 -0.0811
C 4.5861 4.5085 3.0993 0.0050
C 5.0128 3.6303 2.1191 -0.0584
C 5.9337 2.6341 2.4220 -0.0421
C 6.4206 2.5093 3.7117 0.0017
C 5.9941 3.3855 4.7029 -0.0830
C 6.5218 3.2206 6.0868 -0.2777
O 7.2814 2.3190 6.3698 0.1055
C 6.0840 4.2093 7.1162 -0.0823
C 6.5857 4.1013 8.4077 -0.0035
C 6.2096 5.0185 9.3740 -0.0592
C 5.3308 6.0483 9.0552 -0.0594
C 4.8220 6.1558 7.7722 -0.0039
C 5.1942 5.2363 6.7990 -0.0826
H 3.8706 5.2890 2.8788 0.1200
H 4.6367 3.7172 1.1090 0.0987
H 6.2648 1.9527 1.6496 0.1128
H 7.1319 1.7360 3.9677 0.1202
H 7.2698 3.2958 8.6370 0.1196
H 6.6025 4.9340 10.3788 0.1063
H 5.0426 6.7672 9.8110 0.1062
H 4.1348 6.9478 7.5079 0.1194
```

Q: What is the formula in the sixth record?
A: C39H36BFN2O11P2

Q: The lowest F_max belongs to which entry?
A: C17H29F6O5

Q: The highest F_max belongs to which entry?
A: C27H70BN4Na2O